1.
Here is an isolated molecule of CH6N4S in a non-equilibrium geometry from the OMol25 dataset. Energies are from ωB97M-V/def2-TZVPD.

Output
HOMO level: -9.17 eV
Molecular weight: 106.154 g/mol
Relative energy (zero: lowest compared OMol25 entry of this formula, charge and spin): 3.44 kcal per mole
LUMO level: 0.79 eV
Frontier orbital gap: 0.3661 hartree

Atoms and positions in Å:
H 1.57584 0.23790 1.69500
N 0.64411 -0.14359 1.69239
C 0.18838 0.02742 0.52551
N -1.18046 -0.41942 0.42367
N -1.39994 -1.02910 -0.84414
N 0.71628 0.65496 -0.57282
S 2.17839 1.51206 -0.54689
H -1.20827 -1.05409 1.23051
H -1.10261 -2.00729 -0.79549
H -2.41155 -0.99224 -1.04549
H 0.27237 0.43468 -1.45359
H 1.72746 2.77872 -0.30866

Löwdin population analysis, charges in e, atoms 1 to 4:
1. H 0.00
2. N 0.11
3. C -0.61
4. N -0.07

***

2.
Here is a structure of composition C19H31ClHfN2S in a non-equilibrium geometry from the OMol25 dataset. Energies are from ωB97M-V/def2-TZVPD.

Output
Net charge: +2
HOMO level: -13.90 eV
Molecular weight: 533.481 g/mol
Relative energy (zero: lowest compared OMol25 entry of this formula, charge and spin): 0.00 kcal per mole
LUMO level: -7.67 eV
Frontier orbital gap: 0.2290 hartree

Atoms and positions in Å:
C 0.20466 0.69612 -5.99520
C 1.57169 1.18340 -5.81800
C -0.04213 -0.72896 -6.18972
C -0.91395 1.63602 -5.94229
Cl 0.15000 0.73760 -2.67850
H -0.03104 -0.85684 -7.28792
H -1.02539 -1.06925 -5.82453
H 0.75242 -1.36876 -5.77273
H 1.91534 1.44831 -6.83607
H 2.26372 0.41594 -5.43429
H 1.65208 2.09540 -5.20212
H -1.05533 1.96837 -6.98779
H -0.71444 2.54265 -5.34345
H -1.86723 1.18084 -5.62031
C 1.69366 -1.47003 0.81395
C 0.75721 -2.16720 -0.00175
C 0.97412 -1.73026 -1.35418
H 0.07238 -2.97893 0.27936
C 2.12301 -0.85140 -1.37144
C 2.53049 -0.65890 -0.03433
H 3.40256 -0.07236 0.24063
H 1.88371 -1.63253 1.88245
H 0.39779 -2.05661 -2.22186
H 2.54021 -0.33770 -2.24617
C -2.39153 1.02422 0.09074
C -2.21932 -0.14314 0.91135
C -1.91780 -1.26063 0.04410
H -2.44908 -0.18842 1.98759
C -1.97221 -0.78686 -1.31312
C -2.33253 0.60350 -1.27168
H -2.47239 1.25556 -2.14441
H -2.72196 2.02218 0.37981
H -1.87120 -2.32474 0.30116
H -1.79683 -1.37574 -2.22138
Hf 0.03887 0.19004 -0.49876
C 0.72048 2.12714 6.65940
C -0.08517 1.65797 5.45911
N 0.84999 1.37558 4.36288
C 0.47898 0.63366 3.26664
S 0.76504 1.42062 1.73895
N 0.01800 -0.61858 3.46555
C 0.35004 -1.45985 4.67522
C -0.91152 -1.88067 5.44402
H 1.65940 1.56725 6.78598
H 0.09036 1.99828 7.54590
H 0.91781 3.20277 6.55604
H -0.65055 0.73578 5.63602
H -0.77340 2.48712 5.18174
H 1.43488 2.17596 4.15352
H -0.33352 -1.10767 2.64081
H 0.87980 -2.35409 4.28971
H 1.04101 -0.86684 5.30973
H -1.43776 -2.71612 4.93793
H -0.57282 -2.24107 6.43185
H -1.60243 -1.02316 5.57619

Löwdin population analysis, charges in e, atoms 1 to 4:
1. C -0.25
2. C -0.02
3. C 0.00
4. C -0.02

***

3.
Here is a cluster of 2 separate species, C4H3F2IN2 in total in a non-equilibrium geometry from the OMol25 dataset. Energies are from ωB97M-V/def2-TZVPD.

Output
HOMO level (spin up / spin down): -8.82 / -9.39 eV
Molecular weight: 243.982 g/mol
Relative energy (zero: lowest compared OMol25 entry of this formula, charge and spin): 81.35 kcal per mole
LUMO level (spin up / spin down): -0.70 / -0.71 eV
Frontier orbital gap (spin up / spin down): 0.2984 / 0.3189 hartree

Atoms and positions in Å:
C -0.31050 -0.88274 0.92486
C 0.67626 -1.83250 0.80049
C -0.18906 -0.16793 -0.25786
C -1.24164 2.28813 -0.80366
N 0.78405 -0.64392 -1.01480
N 1.36595 -1.59580 -0.29526
F -2.53445 2.27358 -0.59400
F -0.99076 2.61381 -2.03953
I -0.12744 3.41927 0.62395
H -0.86439 -0.71314 1.80489
H 1.17873 -2.66472 1.41345
H 2.25326 -2.09404 -0.56254

Löwdin population analysis, charges in e, atoms 1 to 4:
1. C -0.10
2. C -0.17
3. C -0.10
4. C -0.85

***

4.
Here is a structure of composition C16H34GeN2RuSSeTe in a non-equilibrium geometry from the OMol25 dataset. Energies are from ωB97M-V/def2-TZVPD.

Output
Net charge: +3
HOMO level (spin up / spin down): -15.95 / -17.04 eV
Molecular weight: 666.769 g/mol
Relative energy (zero: lowest compared OMol25 entry of this formula, charge and spin): 16.68 kcal per mole
Spin multiplicity: 6
LUMO level (spin up / spin down): -7.62 / -9.60 eV
Frontier orbital gap (spin up / spin down): 0.3062 / 0.2735 hartree

Atoms and positions in Å:
Ru 6.11044 9.26050 13.69597
C 5.28096 9.94245 17.09433
C 5.85125 10.69875 15.90204
C 4.99225 10.98328 14.80700
C 5.43164 11.74154 13.74720
C 6.69530 12.29142 13.76598
C 7.51636 11.99785 14.88208
C 7.13784 11.21862 15.93569
H 4.65244 9.09944 16.87305
H 4.65041 10.70898 17.63516
H 6.05310 9.57011 17.86334
H 3.97859 10.61441 14.82740
H 4.71657 11.71911 12.91544
H 7.06045 12.95582 12.88873
H 8.50304 12.41794 14.78853
H 7.62993 11.06492 16.86515
C 6.62480 6.40005 9.23445
N 6.08770 7.35286 10.22939
C 5.44539 7.04589 11.35471
N 5.33662 5.80026 11.74719
S 4.64052 8.30593 12.15422
H 6.94626 6.98485 8.39538
H 5.87269 5.73177 8.86143
H 7.44706 5.89499 9.67583
H 6.10192 8.38939 10.09663
H 5.61431 5.10759 11.08152
H 4.78271 5.53420 12.61596
C 9.24025 7.31085 13.32227
Te 7.84567 7.45606 14.87613
C 6.94648 5.52045 14.85532
H 10.04151 6.60644 13.54509
H 9.69383 8.28324 13.12118
H 8.71942 6.89927 12.43892
H 7.30120 5.19252 15.83133
H 7.32913 4.97532 13.96573
H 5.85282 5.61823 14.74816
C 8.55944 14.63288 4.44677
Ge 7.31226 13.23423 4.84887
C 6.82172 13.12072 6.73959
C 7.32746 11.38720 4.29505
C 5.78597 13.67278 3.46089
Se 4.42166 14.37484 4.48104
C 3.55303 12.75909 4.91984
H 9.19836 14.72902 5.33966
H 7.95511 15.57442 4.18818
H 9.18685 14.48010 3.57783
H 7.43073 12.37570 7.15222
H 5.81720 12.73910 6.98062
H 6.95687 14.02787 7.27327
H 8.03845 10.82260 4.90361
H 7.68392 11.28810 3.25979
H 6.30742 10.98752 4.34966
H 5.46941 12.69336 3.09607
H 6.11215 14.46064 2.81155
H 4.20942 11.86266 4.69915
H 2.62753 12.68523 4.37355
H 3.28466 12.82318 5.95665

Löwdin population analysis, charges in e, atoms 1 to 4:
1. Ru 0.77
2. C -0.03
3. C -0.34
4. C -0.20

***

5.
Here is a cluster of 2 separate species, CBr3NO in total in a non-equilibrium geometry from the OMol25 dataset. Energies are from ωB97M-V/def2-TZVPD.

Output
HOMO level: -9.99 eV
Molecular weight: 281.729 g/mol
Relative energy (zero: lowest compared OMol25 entry of this formula, charge and spin): 3.44 kcal per mole
LUMO level: -1.33 eV
Frontier orbital gap: 0.3183 hartree

Atoms and positions in Å:
O 1.18845 -1.72793 -1.06525
N 0.09256 -1.36141 -0.78511
C -0.91864 -0.87732 -0.43432
Br -2.65485 -1.07088 0.14274
Br 0.37821 1.74590 0.80251
Br 1.91427 3.29163 1.33943

Löwdin population analysis, charges in e, atoms 1 to 4:
1. O 0.05
2. N -0.23
3. C -0.66
4. Br 0.76

***

6.
Here is a cluster of 2 separate species, C3H13N2O in total in a non-equilibrium geometry from the OMol25 dataset. Energies are from ωB97M-V/def2-TZVPD.

Output
Net charge: +1
HOMO level: -13.35 eV
Molecular weight: 93.150 g/mol
Relative energy (zero: lowest compared OMol25 entry of this formula, charge and spin): 25.49 kcal per mole
LUMO level: -2.95 eV
Frontier orbital gap: 0.3821 hartree

Atoms and positions in Å:
C -1.73869 0.44034 -0.14872
N -2.10128 -0.15921 -1.45329
C -0.59823 -0.42324 0.50147
N 0.51464 -0.42843 -0.49630
C 1.28400 0.81168 -0.77732
H -2.67066 0.42673 0.41174
H -1.39469 1.44199 -0.39490
H -2.30979 -1.13606 -1.58781
H -1.88188 0.35303 -2.29129
H -1.07937 -1.40622 0.51467
H -0.31677 -0.04326 1.47795
H 1.18536 -1.14725 -0.21583
H -0.00610 -0.79668 -1.31571
H 1.89657 1.03322 0.08681
H 0.61811 1.61427 -1.06792
H 1.89817 0.56978 -1.63591
H 2.28298 -1.06119 3.19547
H 2.31296 0.39893 2.75560
O 2.10468 -0.48844 2.44128

Löwdin population analysis, charges in e, atoms 1 to 4:
1. C -0.20
2. N -0.01
3. C -0.11
4. N -0.02